1.
{
  "formula": "C37H32F3O3P2RhS",
  "method": "the ωB97M-V functional and the def2-TZVPD basis",
  "total_energy_ha": -3145.15490,
  "total_charge": 2,
  "fmax_ev_per_a": 5.52,
  "multiplicity": 5,
  "molar_mass_da": 778.58,
  "s_squared": 6.0281,
  "symbols": ["C", "C", "C", "C", "C", "C", "P", "C", "C", "C", "C", "C", "C", "Rh", "P", "C", "C", "C", "C", "C", "C", "C", "C", "C", "C", "C", "C", "C", "C", "C", "C", "C", "C", "C", "C", "C", "C", "C", "C", "H", "H", "H", "H", "H", "H", "H", "H", "H", "H", "H", "H", "H", "H", "H", "H", "H", "H", "H", "H", "H", "H", "H", "H", "H", "H", "H", "H", "H", "H", "H", "H", "F", "C", "F", "F", "S", "O", "O", "O"],
  "xyz": [[0.60804, -1.50490, -2.61926], [-0.40660, -1.70671, -1.66238], [-1.73737, -1.82507, -2.08475], [-2.05349, -1.72851, -3.44066], [-1.05178, -1.44812, -4.36843], [0.26811, -1.26402, -3.95670], [-0.01758, -1.81242, 0.13028], [-1.25905, -3.03244, 0.72792], [-2.25700, -2.65772, 1.63664], [-3.23570, -3.57902, 2.01445], [-3.22318, -4.87251, 1.49079], [-2.20106, -5.26526, 0.61775], [-1.21077, -4.35033, 0.24569], [0.03924, 0.06170, 1.11205], [0.02423, 1.84856, -0.00693], [-1.38562, 1.92796, -1.15651], [-1.28701, 2.36898, -2.48785], [-2.38688, 2.23217, -3.34541], [-3.60333, 1.75233, -2.86270], [-3.74193, 1.44465, -1.50896], [-2.63403, 1.50450, -0.66641], [-0.17335, 3.29022, 1.09910], [0.78479, 3.46116, 2.10323], [0.65487, 4.51504, 3.00440], [-0.41271, 5.41655, 2.88794], [-1.36561, 5.25512, 1.87261], [-1.24323, 4.18712, 0.96824], [1.70119, 2.18785, -0.61573], [2.71684, 1.24055, -0.39447], [3.93837, 1.37389, -1.05968], [4.15393, 2.45463, -1.91951], [3.13989, 3.39310, -2.13795], [1.91236, 3.27346, -1.47655], [1.55981, -2.75659, 0.25035], [2.03404, -3.54813, -0.80783], [3.26416, -4.20197, -0.69145], [4.00765, -4.09437, 0.48696], [3.50216, -3.36813, 1.56778], [2.26638, -2.72893, 1.46311], [1.62610, 2.77078, 2.17082], [1.40202, 4.63113, 3.78715], [-0.50201, 6.25187, 3.58554], [-2.20957, 5.95002, 1.77365], [-1.98058, 4.03107, 0.17170], [-0.35727, 2.78789, -2.86712], [-2.29253, 2.51023, -4.39932], [-4.45712, 1.63738, -3.53161], [-4.70629, 1.13283, -1.11230], [-2.73046, 1.19944, 0.37692], [2.51393, 0.36786, 0.24217], [4.70732, 0.61383, -0.92429], [5.10964, 2.54401, -2.44272], [3.29937, 4.22416, -2.82778], [1.13451, 4.02859, -1.60683], [1.46529, -3.66180, -1.73370], [3.64026, -4.78621, -1.53071], [4.97930, -4.57882, 0.56947], [4.05427, -3.29463, 2.50242], [1.84566, -2.20115, 2.32010], [-2.27003, -1.65881, 2.07196], [-4.01535, -3.26242, 2.70525], [-4.02471, -5.56730, 1.74217], [-2.18327, -6.27901, 0.21663], [-0.39622, -4.67202, -0.40633], [-2.51457, -1.96885, -1.33160], [-3.07971, -1.87279, -3.78100], [-1.28128, -1.43701, -5.43310], [1.04506, -0.96984, -4.66846], [1.65057, -1.41243, -2.27796], [0.60895, 0.87207, -2.18762], [1.18007, 0.41092, -1.91085], [-0.68926, 1.84475, 5.79808], [0.23182, 1.03350, 5.22592], [1.21342, 1.78094, 4.66190], [0.75622, 0.22653, 6.16926], [-0.54496, -0.02609, 3.86671], [-1.32349, -1.06461, 4.49044], [-1.26795, 0.92414, 2.97717], [0.67412, -0.50460, 3.13875]],
  "lowdin_charge": [-0.16, -0.35, -0.08, -0.05, -0.04, -0.05, 0.92, -0.26, -0.03, 0.05, 0.04, 0.01, 0.03, 0.78, 0.90, -0.36, -0.07, -0.05, -0.05, -0.06, -0.11, -0.35, -0.11, -0.05, -0.04, -0.05, -0.06, -0.42, -0.14, -0.06, -0.05, -0.04, -0.08, -0.33, -0.10, -0.04, -0.03, -0.04, -0.07, 0.11, 0.12, 0.12, 0.12, 0.11, 0.10, 0.12, 0.12, 0.12, 0.10, 0.08, 0.12, 0.12, 0.12, 0.12, 0.11, 0.12, 0.12, 0.12, 0.08, 0.09, 0.15, 0.14, 0.14, 0.13, 0.11, 0.12, 0.12, 0.13, 0.11, 0.09, 0.09, 0.15, -0.58, 0.12, 0.15, 0.56, -0.25, -0.36, -0.43]
}


2.
{
  "formula": "C6H8CuLiO3",
  "method": "the ωB97M-V functional and the def2-TZVPD basis",
  "total_charge": -1,
  "fmax_ev_per_a": 2.19,
  "e_above_lowest_kcal_mol": 37.0,
  "multiplicity": 2,
  "molar_mass_da": 198.61,
  "s_squared": 0.7573,
  "symbols": ["C", "C", "O", "H", "H", "H", "O", "Cu", "C", "C", "C", "C", "O", "Li", "H", "H", "H", "H", "H"],
  "xyz": [[-1.34192, -2.25556, -0.28232], [-1.35956, -2.33960, -1.74889], [-0.51767, -1.59053, -2.42966], [-0.41329, -2.68025, 0.14926], [-2.22128, -2.71294, 0.19609], [-2.25800, -2.73459, -2.25360], [-1.24293, -0.72898, 0.11120], [-0.22264, -0.00225, -1.55843], [-0.60725, -0.37730, 1.34876], [-0.08195, 1.01146, 1.23388], [1.12187, 1.27069, 0.55713], [1.57890, 2.53293, 0.16553], [2.79187, 2.76033, -0.19563], [3.93836, 3.74877, -1.11313], [0.21554, -1.09815, 1.51894], [-1.33062, -0.47457, 2.17468], [-0.74801, 1.84626, 1.47354], [1.80302, 0.43111, 0.34980], [0.89557, 3.39317, 0.30287]],
  "nbo_charge": [-0.18, 0.05, -0.88, 0.16, 0.18, 0.11, -0.69, 0.84, -0.11, -0.43, -0.37, 0.13, -0.97, 0.36, 0.15, 0.16, 0.18, 0.19, 0.11]
}


3.
{
  "formula": "BrH5N3OP",
  "method": "the ωB97M-V functional and the def2-TZVPD basis",
  "fmax_ev_per_a": 5.28,
  "e_above_lowest_kcal_mol": 83.2,
  "multiplicity": 1,
  "molar_mass_da": 173.94,
  "symbols": ["N", "N", "N", "O", "P", "Br", "H", "H", "H", "H", "H"],
  "xyz": [[0.32539, -1.12687, -1.16285], [1.06901, 1.47475, -0.46393], [-1.21046, -0.17700, 2.15892], [-1.13313, 1.22157, -1.70361], [-0.22948, 0.47599, -0.76362], [-0.23213, -1.73525, 2.47780], [1.24142, -1.47065, -1.05270], [-0.23601, -1.81974, -1.65754], [0.72319, 2.38444, -0.30376], [1.79961, 1.13923, 0.13294], [-2.11743, -0.36649, 2.33835]],
  "nbo_charge": [-1.20, -1.16, -0.59, -1.04, 1.89, 0.17, 0.40, 0.42, 0.42, 0.40, 0.30]
}


4.
{
  "formula": "C16H27N2Tm",
  "method": "the ωB97M-V functional and the def2-TZVPD basis",
  "total_energy_ha": -1820.00072,
  "total_charge": 2,
  "fmax_ev_per_a": 8.13,
  "multiplicity": 3,
  "molar_mass_da": 416.34,
  "s_squared": 2.0027,
  "symbols": ["C", "H", "H", "H", "C", "H", "H", "C", "H", "H", "H", "C", "C", "C", "C", "C", "C", "C", "C", "C", "C", "Tm", "H", "H", "H", "H", "H", "H", "H", "H", "H", "H", "H", "H", "H", "H", "H", "N", "C", "C", "N", "C", "H", "H", "H", "H"],
  "xyz": [[1.74300, 2.68200, -0.81940], [2.56050, 3.33370, -0.48890], [2.07010, 2.17940, -1.73740], [1.59270, 1.91530, -0.05160], [0.46420, 3.49000, -1.06420], [-0.34480, 2.81140, -1.36450], [0.14200, 3.95740, -0.12470], [0.64710, 4.57060, -2.13500], [-0.27650, 5.13710, -2.29580], [1.43100, 5.28030, -1.84490], [0.94070, 4.12620, -3.09350], [-0.89860, -1.88360, -0.08930], [-1.60180, -1.15680, -1.13420], [-0.63840, -0.80360, -2.07770], [0.62830, -1.42630, -1.71640], [0.45200, -2.16590, -0.54830], [1.42010, -3.08980, 0.10850], [1.86540, -1.34120, -2.54740], [-0.85000, -0.00710, -3.32250], [-3.06720, -0.88500, -1.17200], [-1.56650, -2.58220, 1.04960], [0.00000, 0.00000, 0.00000], [2.75130, -1.63380, -1.98580], [1.79850, -1.99520, -3.42040], [2.03800, -0.33150, -2.92150], [2.45110, -2.83670, -0.13440], [1.33120, -3.06580, 1.19350], [1.25400, -4.12310, -0.20890], [-2.40650, -2.00850, 1.43860], [-1.95040, -3.55420, 0.72970], [-0.87880, -2.75580, 1.87600], [-3.30160, -0.01010, -1.77700], [-3.61310, -1.73180, -1.59680], [-3.47190, -0.70450, -0.17720], [-0.02710, 0.68350, -3.51080], [-0.92430, -0.65740, -4.19780], [-1.76370, 0.58310, -3.27500], [-0.44810, 1.02780, 4.29840], [0.07260, -0.20190, 4.45830], [0.29720, -0.74360, 3.21100], [-0.09280, 0.15160, 2.28410], [-0.53340, 1.22170, 2.96960], [-0.72230, 1.69710, 5.05110], [0.28220, -0.66630, 5.41270], [0.72860, -1.71050, 3.00640], [-0.90900, 2.12530, 2.50800]],
  "nbo_charge": [-0.58, 0.27, 0.22, 0.11, -0.40, 0.17, 0.21, -0.61, 0.24, 0.23, 0.22, -0.32, -0.14, -0.17, -0.16, -0.13, -0.64, -0.65, -0.65, -0.64, -0.63, 2.21, 0.24, 0.27, 0.23, 0.24, 0.22, 0.28, 0.23, 0.26, 0.22, 0.24, 0.28, 0.23, 0.23, 0.27, 0.24, -0.46, -0.04, -0.08, -0.70, 0.21, 0.48, 0.27, 0.24, 0.23]
}


5.
{
  "formula": "C6H12NS",
  "method": "the ωB97M-V functional and the def2-TZVPD basis",
  "total_charge": 1,
  "fmax_ev_per_a": 5.30,
  "e_above_lowest_kcal_mol": 86.8,
  "multiplicity": 1,
  "molar_mass_da": 130.24,
  "symbols": ["C", "C", "C", "C", "C", "C", "N", "S", "H", "H", "H", "H", "H", "H", "H", "H", "H", "H", "H", "H"],
  "xyz": [[-2.66211, 0.21775, 0.62786], [2.28176, 1.34268, -0.53222], [-1.93036, -0.65647, -0.11813], [1.33870, 0.58962, 0.07163], [1.00859, 0.67178, 1.52387], [0.84055, -0.68588, -0.59401], [-1.03294, -0.29569, -1.08183], [0.89975, -2.29458, 0.32570], [-3.30645, -0.11572, 1.33537], [-3.08709, 1.22706, 0.30480], [2.41556, 1.47661, -1.67428], [2.63606, 2.22075, -0.10082], [-2.02774, -1.71898, -0.02801], [0.48090, 1.58526, 1.60145], [1.89945, 0.58634, 2.24641], [0.33232, -0.17413, 1.81146], [1.21797, -0.89051, -1.61908], [-1.03968, 0.77943, -1.24527], [-1.00149, -0.67358, -2.01849], [0.73625, -3.19175, -0.83640]],
  "nbo_charge": [-0.36, -0.27, -0.05, -0.12, -0.67, -0.09, -0.64, 0.09, 0.22, 0.23, 0.22, 0.22, 0.23, 0.24, 0.26, 0.22, 0.23, 0.43, 0.43, 0.19]
}


6.
{
  "formula": "C4H15NO3",
  "method": "the ωB97M-V functional and the def2-TZVPD basis",
  "fmax_ev_per_a": 2.38,
  "e_above_lowest_kcal_mol": 26.8,
  "multiplicity": 1,
  "molar_mass_da": 125.17,
  "symbols": ["C", "C", "O", "C", "C", "N", "H", "H", "H", "H", "H", "H", "H", "H", "H", "H", "H", "O", "H", "H", "O", "H", "H"],
  "xyz": [[0.24822, 2.31016, 2.16504], [0.62102, 1.06648, 1.33210], [0.72704, 1.51031, -0.01094], [-0.36746, -0.18598, 1.44814], [-0.23514, -1.05787, 0.18270], [-1.48912, -1.14022, -0.61269], [-0.73820, 2.73979, 1.98833], [0.94492, 3.09585, 1.84097], [0.52987, 2.29166, 3.22293], [1.59351, 0.75346, 1.70128], [-0.11142, 1.88896, -0.23090], [-0.17441, -0.74189, 2.35621], [-1.31389, 0.36180, 1.49704], [0.49461, -0.59463, -0.46156], [0.00335, -2.09312, 0.41873], [-1.52773, -0.45762, -1.36282], [-2.31158, -0.91359, -0.06341], [2.70531, 1.55262, -3.47955], [3.08287, 0.89145, -4.07852], [1.97386, 1.12628, -3.02611], [-1.49297, -4.46637, -1.49729], [-1.55434, -3.70661, -0.91087], [-1.60832, -4.23092, -2.41884]],
  "nbo_charge": [-0.65, 0.11, -0.72, -0.44, -0.24, -0.86, 0.20, 0.23, 0.22, 0.18, 0.46, 0.22, 0.19, 0.22, 0.19, 0.35, 0.35, -0.94, 0.47, 0.47, -0.97, 0.49, 0.47]
}